Entry 1:
{"formula": "C3H3FeO2", "method": "the ωB97M-V functional and the def2-TZVPD basis", "total_energy_ev": -41633.6881, "charge": -1, "multiplicity": 5, "relative_energy_kj_mol": 411.4, "homo_lumo_gap_ev": [5.32, 4.82], "max_force_ev_per_a": 2.1, "symbols": ["H", "O", "O", "C", "C", "C", "H", "H", "Fe"], "xyz": [[-1.49555, -2.30821, -0.00525], [0.14018, 0.57822, -0.04054], [2.18175, 1.27019, 0.12285], [-0.84265, -1.57053, -0.50260], [-0.79014, -0.40500, 0.26783], [1.41343, 0.35375, 0.48010], [-1.74378, -0.37590, -0.63243], [-1.04994, -0.41307, 1.33713], [2.18670, 2.87057, -1.02711]], "atomic_forces_ev_per_a": [[-0.29, 0.37, 0.12], [-1.90, 0.46, -0.64], [-0.38, -0.70, 0.33], [-0.28, 0.29, -0.56], [1.09, -0.79, -0.07], [1.23, -0.09, 0.47], [1.03, -0.35, 0.92], [-0.45, 0.43, -0.33], [-0.05, 0.37, -0.25]]}

=====

Entry 2:
{"formula": "C3H3GdLi2O3", "method": "the ωB97M-V functional and the def2-TZVPD basis", "total_energy_ev": -30528.0547, "charge": 2, "multiplicity": 8, "homo_lumo_gap_ev": [5.79, 7.47], "max_force_ev_per_a": 3.3, "symbols": ["O", "C", "C", "O", "C", "Li", "H", "H", "H", "Li", "Gd", "O"], "xyz": [[0.76054, -0.09991, -0.20273], [0.72388, -1.38076, -0.67555], [0.25462, 0.15397, 1.15434], [0.48450, -1.33334, -1.90152], [-0.81705, 1.09029, 1.20531], [0.22422, -2.68080, -3.34616], [1.19752, 0.46577, 1.62100], [-0.89347, 1.55514, 2.19872], [-1.81135, 0.67398, 0.97575], [0.23204, -2.25417, 1.30009], [0.37611, 1.51348, -1.91020], [-0.73157, 2.29636, -0.41905]], "atomic_forces_ev_per_a": [[-0.57, 0.07, -0.98], [-1.08, -0.30, 0.67], [1.56, 1.72, 0.46], [0.29, -0.12, -1.59], [-0.63, -3.07, 0.95], [0.16, 0.18, 0.52], [-0.55, 0.04, 0.53], [0.35, 0.57, -0.59], [0.39, 1.01, -1.03], [0.11, 0.25, 0.12], [-1.52, 0.86, 2.41], [1.50, -1.20, -1.47]]}

=====

Entry 3:
{"formula": "C3H3HgNaO4", "method": "the ωB97M-V functional and the def2-TZVPD basis", "total_energy_ev": -19936.7876, "multiplicity": 3, "relative_energy_kj_mol": 101.5, "homo_lumo_gap_ev": [5.07, 6.72], "max_force_ev_per_a": 2.4, "symbols": ["H", "O", "O", "C", "C", "H", "H", "O", "C", "O", "Na", "Hg"], "xyz": [[2.50121, 0.95513, 1.11415], [1.38087, -0.80420, 1.28933], [0.35487, -0.02681, -1.07789], [1.47812, 0.52018, 0.98100], [1.09877, 0.84455, -0.43714], [0.83388, 1.18149, 1.62223], [1.12599, 1.87874, -0.81608], [-2.31542, 0.57851, -0.80148], [-1.48406, -0.31622, -0.95976], [-1.60307, -1.53851, -0.68209], [-3.86791, -1.10688, -0.27495], [0.49675, -2.16598, 0.04267]], "atomic_forces_ev_per_a": [[-0.25, -0.38, 0.10], [0.81, 1.01, 1.48], [1.24, 1.63, -0.40], [0.34, 0.68, -0.43], [-2.23, -0.78, -0.42], [0.05, -0.29, -0.15], [0.24, -0.38, 0.05], [0.78, -0.34, -0.65], [-1.24, 0.04, 1.76], [-1.04, 0.91, -1.09], [0.51, 0.16, -0.07], [0.79, -2.26, -0.17]]}

=====

Entry 4:
{"formula": "C3H3I", "method": "the ωB97M-V functional and the def2-TZVPD basis", "total_energy_ev": -11256.6740, "relative_energy_kj_mol": 109.5, "homo_lumo_gap_ev": [7.95, 7.95], "max_force_ev_per_a": 1.6, "symbols": ["C", "C", "C", "I", "H", "H", "H"], "xyz": [[0.56120, -0.68482, 0.32923], [0.71626, 0.62860, 0.40140], [-0.08364, 0.11516, -0.68610], [-2.76446, 0.03548, 0.03542], [0.57754, -1.67628, 0.76560], [1.13408, 1.44081, 0.95132], [-0.14099, 0.14105, -1.79688]], "atomic_forces_ev_per_a": [[-0.89, 0.71, -0.72], [-0.40, -1.19, -0.95], [-0.20, -0.47, 1.09], [1.39, 0.16, -0.57], [0.31, 0.29, -0.15], [-0.05, 0.42, 0.07], [-0.17, 0.09, 1.23]]}